Entry i
Here is a molecular structure, C4H4O2V from the Open Molecules 2025 dataset. Energies are from wB97M-V/def2-TZVPD.

Structure (XYZ):
```
11
Properties=species:S:1:pos:R:3:mulliken_charge:R:1
H 1.13690 1.15895 -1.46412 0.369
O 0.66963 -2.80952 0.91676 -0.237
C 0.15405 -1.77285 0.88150 0.714
C -0.40858 -0.57655 0.88601 -0.851
C 0.27208 0.89134 -0.83598 0.255
C 0.43301 0.76781 0.61781 -0.525
H -1.40848 -0.50226 1.31616 0.421
H -0.05534 1.59631 1.14270 0.320
H 1.49926 0.64267 0.84964 0.418
O -0.71713 0.33686 -1.36952 -0.575
V -1.57541 0.26722 -2.94098 1.690
```

Its molar mass is 135.018 g mol⁻¹. As for the multiplicity: 4. Its total charge is +2.

---

Entry ii
Here is a molecular structure, C4H4O2V from the Open Molecules 2025 dataset. Energies are from wB97M-V/def2-TZVPD.

Structure (XYZ):
```
11
Properties=species:S:1:pos:R:3:mulliken_charge:R:1
C -3.09232 0.04422 0.23761 -0.213
O -3.02282 1.16584 -0.41366 -0.275
H -3.90412 1.46729 -0.67099 0.448
C -1.35062 -1.17284 -0.06376 -0.409
C -1.64559 -0.23968 0.91141 0.487
C -0.70118 0.73479 1.32627 0.069
O -0.83181 1.94141 1.48926 -0.660
V -0.06580 3.39017 2.15900 1.661
H -1.93889 -2.09319 -0.09561 0.367
H -0.50148 -1.02510 -0.73602 0.277
H -0.48618 -0.03020 2.23768 0.248
```

Its molar mass is 135.018 g mol⁻¹. As for the multiplicity: 4. Its total charge is +2.

---

It is entry ii that is the least stable of them.

---

Entry i
Here is 2 unconnected molecules or ions with the total composition C10H15N from the Open Molecules 2025 dataset. Energies are from wB97M-V/def2-TZVPD.

Structure (XYZ):
```
26
Properties=species:S:1:pos:R:3:mulliken_charge:R:1
C -2.99487 -1.38568 -0.29241 -0.456
C -1.80796 -0.97411 -0.82627 -0.577
C -1.37743 0.36707 -0.68787 -0.305
C -2.25552 1.27071 -0.05832 -0.513
C -3.44830 0.74824 0.48926 -0.241
C 1.22410 1.16539 0.06037 -0.928
C 2.18712 0.49966 -0.96366 -0.419
C 2.88803 -0.71709 -0.19543 -0.447
C 2.00851 -0.87163 1.07645 -0.907
C 0.59628 -0.07147 0.75040 -0.186
H -3.34887 -2.38319 -0.27744 0.418
H -1.25106 -1.72575 -1.34602 0.432
H -0.38497 0.70003 -1.01208 0.849
H -2.06826 2.30312 0.05909 0.432
H -4.15302 1.40732 0.97914 0.370
H 1.86794 1.70357 0.86449 0.350
H 0.38890 1.84403 -0.25047 0.415
H 2.84149 1.28078 -1.34948 0.447
H 1.57692 -0.01237 -1.79647 0.163
H 3.92312 -0.32381 0.15316 0.189
H 3.08405 -1.71512 -0.79084 0.295
H 2.48617 -0.29518 1.88798 0.350
H 1.88965 -1.87483 1.36910 0.400
H 0.15465 0.11018 1.66051 0.529
H -0.21755 -0.54097 0.14202 -0.030
N -3.80910 -0.50888 0.35477 -0.631
```

Its molar mass is 149.237 g mol⁻¹. As for the structure (SMILES): c1ccncc1.C1CCCC1.

---

Entry ii
Here is 2 unconnected molecules or ions with the total composition C10H15N from the Open Molecules 2025 dataset. Energies are from wB97M-V/def2-TZVPD.

Structure (XYZ):
```
26
Properties=species:S:1:pos:R:3:mulliken_charge:R:1
C 3.03647 0.59294 -1.07960 -0.117
C 2.90645 -0.33211 0.01756 -0.358
C 2.27449 0.14783 1.11152 -0.314
C 1.29873 1.17178 0.97304 -0.069
C 1.38540 2.05759 -0.13157 -0.376
C -1.70766 -1.74107 0.52923 -0.790
C -1.61928 -0.23523 1.18397 -0.541
C -1.56364 0.70217 0.08030 -0.377
C -1.14037 -0.20258 -1.22431 -0.207
C -2.12885 -1.39019 -0.95677 -0.439
H 3.76924 0.41130 -1.84478 0.420
H 3.70807 -1.13112 0.17673 0.312
H 2.48188 -0.44407 2.02052 0.305
H 0.65336 1.34318 1.97593 0.445
H 0.63790 2.85989 -0.66704 0.359
H -0.74715 -2.22752 0.41903 0.296
H -2.29617 -2.56499 1.05076 0.365
H -0.88383 -0.24447 1.84495 0.405
H -2.80016 -0.13954 1.66024 0.222
H -0.77152 1.55281 0.10776 -0.168
H -2.38102 1.40448 -0.04133 0.384
H -0.03966 -0.66572 -0.88019 -0.011
H -1.07191 0.29718 -2.33915 0.300
H -2.07730 -2.04094 -1.94521 0.305
H -3.22197 -0.86971 -0.93500 0.215
N 2.29852 1.68811 -1.10659 -0.565
```

Its molar mass is 149.237 g mol⁻¹. As for the structure (SMILES): c1ccncc1.C1CCCC1.

---

It is entry ii that is the least stable of them.

---

Entry i
Here is a gas-phase ion, C4H10NOS (charge -1) from the Open Molecules 2025 dataset. Energies are from wB97M-V/def2-TZVPD.

Structure (XYZ):
```
17
Properties=species:S:1:pos:R:3:mulliken_charge:R:1
C -0.92857 0.36990 1.15826 -1.377
C -0.62145 0.12600 -0.32194 0.194
C 0.76104 0.61579 -0.78919 -0.657
S 1.04419 2.36216 -0.41962 -0.304
N -0.71025 -1.27978 -0.79452 -0.516
C 0.03661 -2.34410 0.16210 -0.421
O -0.46112 -2.46787 1.34737 -0.804
H -0.99498 1.45248 1.30740 0.384
H -0.11450 -0.03229 1.76478 0.323
H -1.81841 -0.15969 1.48159 0.381
H -1.45801 0.56504 -0.87813 0.254
H 0.78698 0.43697 -1.86173 0.384
H 1.52786 0.06228 -0.25282 0.302
H -0.14440 2.80832 -0.92541 0.090
H -1.62816 -1.64704 -0.58442 0.286
H 1.10842 -2.01776 0.00454 0.151
H -0.03354 -3.22873 -0.52616 0.330
```

Its molar mass is 120.197 g mol⁻¹. As for the structure (SMILES): C[C@@H](CS)NC[O-]. Its total charge is -1.

---

Entry ii
Here is a gas-phase ion, C4H10NOS (charge -1) from the Open Molecules 2025 dataset. Energies are from wB97M-V/def2-TZVPD.

Structure (XYZ):
```
17
Properties=species:S:1:pos:R:3:mulliken_charge:R:1
C 2.82535 -0.62898 0.45683 -0.829
N 1.67054 -1.20972 -0.33399 -0.538
C 0.48651 -0.22284 -0.25470 0.498
C -0.89820 -0.85392 0.07899 -1.128
S -2.03948 0.08057 1.11633 -0.633
C 0.43575 0.96179 -1.24071 -0.355
O -0.69936 1.84008 -1.03262 -0.452
H 3.66614 -1.35013 0.34042 0.293
H 2.50508 -0.61713 1.57939 0.291
H 2.90793 0.31589 -0.07944 0.292
H 1.47248 -1.94614 0.38683 0.331
H 0.80501 0.29584 0.65613 0.216
H -1.48824 -1.21085 -0.75906 0.260
H -0.73020 -1.78257 0.69557 0.200
H -1.58799 1.40906 -0.77457 0.244
H 0.39400 0.34311 -2.27953 0.207
H 1.49215 1.46501 -1.27053 0.103
```

Its molar mass is 120.197 g mol⁻¹. As for the structure (SMILES): CN[C@@H](CO)C[S-]. Its total charge is -1.

---

It is entry ii that is the least stable of them.

---

Entry i
Here is a gas-phase ion, C5H13FNO (charge +1) from the Open Molecules 2025 dataset. Energies are from wB97M-V/def2-TZVPD.

Structure (XYZ):
```
21
Properties=species:S:1:pos:R:3:mulliken_charge:R:1
C 1.23823 -0.87814 -1.05961 -1.472
C 2.08225 0.73951 0.63388 -1.582
C -1.74032 0.38864 0.68574 -0.653
C -0.45424 -0.52415 0.82136 -0.306
C 0.94388 0.15455 -0.10230 1.484
N -2.14758 0.75685 -0.76992 -0.294
O -0.73679 -1.76450 0.30701 -0.555
F 0.34524 1.19921 -0.76903 -0.455
H 0.44761 -0.94719 -1.82866 0.250
H 2.15101 -0.58126 -1.61161 0.453
H 1.61474 -1.81098 -0.53934 0.322
H 2.73665 1.31175 -0.09415 0.391
H 1.79654 1.54967 1.47144 0.297
H 2.78936 0.13008 1.09174 0.425
H -1.44097 1.29006 1.19987 0.433
H -2.48875 -0.28971 1.21659 0.337
H -0.10801 -0.49028 1.86078 0.448
H -2.74474 1.56948 -0.68943 0.341
H -2.77766 -0.08489 -1.01759 0.413
H -1.28831 0.77792 -1.47276 0.360
H -0.21813 -2.49662 0.66600 0.362
```

Its molar mass is 122.163 g mol⁻¹. As for the structure (SMILES): CC(C)(F)[C@H](O)C[NH3+]. Its total charge is +1.

---

Entry ii
Here is 2 unconnected molecules or ions with the total composition C5H13FNO from the Open Molecules 2025 dataset. Energies are from wB97M-V/def2-TZVPD.

Structure (XYZ):
```
21
Properties=species:S:1:pos:R:3:mulliken_charge:R:1
C -1.75125 -1.05898 -0.22659 -1.334
C 0.05867 -1.88090 1.43603 -1.554
C 1.45880 1.29300 -0.31722 -0.594
C 0.31746 0.96260 0.60615 -0.376
C -0.33647 -1.06817 0.25238 1.206
N 0.89511 1.32678 -1.69430 -0.243
O -0.77554 1.75809 0.28612 -0.613
F 0.52702 -1.30739 -0.81847 -0.406
H -2.11774 -0.05336 -0.43505 0.345
H -1.81371 -1.63269 -1.15238 0.341
H -2.40098 -1.52316 0.50980 0.368
H -0.01944 -2.93940 1.18067 0.408
H 1.09072 -1.68643 1.72080 0.375
H -0.59549 -1.67693 2.27697 0.406
H 2.25992 0.56096 -0.23927 0.345
H 1.84397 2.28648 -0.06792 0.403
H 0.57965 0.92993 1.65663 0.500
H 1.48070 1.83737 -2.35933 0.375
H -0.02733 1.78372 -1.59227 0.367
H 0.75684 0.35555 -2.01081 0.302
H -1.43089 1.73295 0.98807 0.379
```

Its molar mass is 122.163 g mol⁻¹. Its total charge is +1.

---

It is entry i that is the least stable of them.